(1)
Entry from OMol25: a 2-piece molecular cluster, C4H8OS2 overall (ωB97M-V/def2-TZVPD).

Geometry (Å):
1 C -2.29526 -0.67801 0.29817
2 C 1.84903 -0.32250 -0.53809
3 C 0.43431 -0.86278 -0.00001
4 C -0.49001 0.32661 0.08937
5 O -2.23247 -1.89564 0.37316
6 S -0.52285 1.17531 1.68373
7 S -0.60370 1.47728 -1.29996
8 H -3.14331 -0.10148 0.42419
9 H 1.79893 0.41531 -1.36828
10 H 2.55687 -1.19322 -0.64250
11 H 2.24947 0.22049 0.34401
12 H 0.53488 -1.33102 1.01058
13 H 0.16631 -1.59605 -0.73712
14 H -0.80410 2.38232 1.26197
15 H 0.50190 1.98337 -0.89922

Output
molar mass	136.24	g mol⁻¹
energy above the lowest of the compared OMol25 structures with the same formula, charge and spin	2.779	eV
multiplicity	1

(2)
Entry from OMol25: one molecule with the formula C4H8OS2 (ωB97M-V/def2-TZVPD).

Geometry (Å):
1 C 2.81439 0.38714 0.22732
2 C -1.18261 -0.58999 -0.37903
3 C -2.46775 0.15159 -0.32058
4 C -3.53823 -0.27722 0.36214
5 H 2.44789 1.49461 0.03816
6 H 3.08960 0.26199 1.33263
7 H 3.76635 0.20738 -0.45130
8 H -0.94257 -0.70491 -1.43189
9 H -1.33529 -1.63168 0.06065
10 H -2.68623 1.14082 -0.71828
11 H -3.62127 -1.13199 1.00110
12 H -4.50986 0.30891 0.25197
13 O 0.18847 1.52587 -0.41557
14 S 1.65992 -0.94130 -0.17846
15 S 0.12313 0.30498 0.42237

Output
molar mass	136.24	g mol⁻¹
energy above the lowest of the compared OMol25 structures with the same formula, charge and spin	2.208	eV
multiplicity	1

(3)
Entry from OMol25: a 2-piece molecular cluster, C4H8OSSi overall (ωB97M-V/def2-TZVPD).

Geometry (Å):
1 C -0.80953 2.40300 1.49303
2 Si -0.31216 0.88662 0.34293
3 C -0.52503 -0.68099 1.38642
4 O 0.33475 1.09938 -0.97599
5 H -1.79928 2.81748 1.11114
6 H -0.91529 2.08472 2.57522
7 H -0.03438 3.17287 1.29806
8 H 0.26057 -1.40521 1.15521
9 H -0.62507 -0.48417 2.43630
10 H -1.48631 -1.32778 1.20554
11 C 1.35760 -1.20382 -2.72960
12 C 1.07771 -2.20646 -1.94543
13 S 0.57595 -3.56168 -1.34550
14 H 0.99811 -0.18060 -2.44174
15 H 1.90237 -1.41338 -3.56559

Output
molar mass	132.26	g mol⁻¹
energy above the lowest of the compared OMol25 structures with the same formula, charge and spin	2.033	eV
multiplicity	1
SMILES	C[Si](C)=O.C=C=S

(4)
Entry from OMol25: a 2-piece molecular cluster, C4H8OSe overall (ωB97M-V/def2-TZVPD).

Geometry (Å):
1 C -1.04615 0.75449 1.83270
2 C 0.08994 -1.10434 -1.07516
3 C -0.14134 -1.04984 0.43599
4 C -0.04727 0.32359 0.92355
5 O -2.05867 0.09640 2.06186
6 Se -1.56128 2.24169 -0.64181
7 H -0.93448 1.63736 2.41354
8 H 0.34654 -2.24645 -1.39561
9 H 1.06812 -0.52134 -1.24382
10 H -0.74632 -0.63769 -1.54729
11 H 0.45180 -1.84919 0.85826
12 H -1.20338 -1.21211 0.70855
13 H 0.89513 0.88094 1.08553
14 H -0.48578 3.01175 -1.46406

Output
molar mass	151.07	g mol⁻¹
energy above the lowest of the compared OMol25 structures with the same formula, charge and spin	2.554	eV
multiplicity	1

(5)
Entry from OMol25: C4H8OYb as an isolated structure (ωB97M-V/def2-TZVPD).

Geometry (Å):
1 H 0.72135 0.92416 -1.03568
2 C 0.10434 1.10299 0.84605
3 C -0.81363 0.11561 1.56672
4 C 0.13551 -0.46465 0.59449
5 H 0.81234 1.63087 1.48556
6 H -0.48702 1.60831 0.07806
7 H -1.86349 0.13517 1.26806
8 H -0.61942 -0.04300 2.62709
9 H 1.07233 -0.89009 0.96486
10 C -0.18007 -0.87949 -0.81547
11 O 0.56047 -0.02566 -1.68558
12 Yb 1.70520 -0.53162 -3.97406
13 H -1.26022 -0.74587 -0.99287
14 H 0.11231 -1.93674 -0.92722

Output
molar mass	245.15	g mol⁻¹
multiplicity	1

(6)
Entry from OMol25: a 2-piece molecular cluster, C4H8P2 overall (ωB97M-V/def2-TZVPD).

Geometry (Å):
1 C -0.83776 0.46921 -1.62136
2 C -1.97667 -0.18102 -0.82727
3 C 1.72414 0.57381 0.96042
4 C 0.48526 -0.16574 0.69245
5 P 0.98605 -0.25413 2.39252
6 P -0.85846 0.86619 0.22086
7 H -0.00992 -0.15474 -1.81370
8 H -0.96196 1.25720 -2.36906
9 H -3.03890 0.17732 -0.91554
10 H -1.96077 -1.24304 -0.45854
11 H 2.67696 0.13629 0.57960
12 H 1.64265 1.58050 0.80751
13 H 0.38393 -1.69902 -0.14041
14 H 1.74545 -1.36284 2.49252

Output
molar mass	118.06	g mol⁻¹
energy above the lowest of the compared OMol25 structures with the same formula, charge and spin	4.292	eV
multiplicity	1

(7)
Entry from OMol25: one molecule with the formula C4H8S (ωB97M-V/def2-TZVPD).

Geometry (Å):
1 S -1.52714 -0.09321 -0.21617
2 C -0.06129 0.12186 0.86694
3 C 0.88952 1.07584 0.23806
4 C 1.51553 -0.08857 -0.78881
5 C 0.82496 -1.08885 0.21997
6 H -1.76269 1.39984 -0.57632
7 H -0.36088 0.11352 1.83440
8 H 1.66506 1.46861 0.94159
9 H 0.49992 1.88537 -0.55940
10 H 1.04202 -0.04817 -1.84573
11 H 2.63651 -0.05324 -0.54494
12 H 0.20171 -2.02294 -0.06162
13 H 1.50017 -1.37345 1.05373

Output
molar mass	88.18	g mol⁻¹
energy above the lowest of the compared OMol25 structures with the same formula, charge and spin	2.221	eV
multiplicity	1
SMILES	SC1CCC1

(8)
Entry from OMol25: one molecule with the formula C4H8S (ωB97M-V/def2-TZVPD).

Geometry (Å):
1 C 1.38441 1.38179 0.09806
2 C 1.28013 -0.06890 -0.38646
3 C 0.97231 -1.30497 0.51803
4 C -0.09529 -0.72919 -0.37895
5 S -1.70172 0.22415 -0.01708
6 H 0.73843 2.03433 -0.46115
7 H 1.15686 1.29082 1.15736
8 H 2.30781 1.85748 0.02603
9 H 1.88511 -0.19802 -1.26360
10 H 1.21022 -2.32749 0.06703
11 H 0.84327 -1.22154 1.59936
12 H -0.42863 -1.46692 -1.20917
13 H -1.73494 0.77246 1.25343

Output
molar mass	88.18	g mol⁻¹
energy above the lowest of the compared OMol25 structures with the same formula, charge and spin	1.351	eV
multiplicity	1
SMILES	C[C@H]1C[C@H]1S

(9)
Entry from OMol25: one molecule with the formula C4H8S2 (ωB97M-V/def2-TZVPD).

Geometry (Å):
1 C -3.52201 -0.33619 0.05853
2 C -2.25519 0.07318 -0.08531
3 S -0.94495 -1.16264 -0.09058
4 C 0.47161 -0.01452 0.17510
5 S 1.93729 -1.10852 0.08749
6 C 3.24743 0.16396 -0.15207
7 H -4.35474 0.36228 0.05459
8 H -3.78242 -1.43591 0.00975
9 H -2.03174 1.12774 -0.08851
10 H 0.36816 0.57821 1.15698
11 H 0.54380 0.68848 -0.62512
12 H 4.15420 -0.38902 -0.03007
13 H 3.05594 0.49308 -1.10963
14 H 3.11261 0.95989 0.63886

Output
molar mass	120.24	g mol⁻¹
energy above the lowest of the compared OMol25 structures with the same formula, charge and spin	1.638	eV
multiplicity	1
SMILES	C=CSCSC

(10)
Entry from OMol25: C4H8S3 as an isolated structure (ωB97M-V/def2-TZVPD).

Geometry (Å):
1 C 1.93965 0.41494 0.20556
2 C -0.50879 0.60411 -0.95372
3 C -0.65517 -1.67995 0.41341
4 C -1.26199 1.18856 0.10955
5 H 3.01477 0.78798 -0.07116
6 H 1.98929 -0.71517 0.28157
7 H 1.72101 0.82699 1.32371
8 H -1.05143 0.89275 -1.89030
9 H -1.49699 -2.72542 0.43745
10 H -1.07579 -0.79274 1.29706
11 H 0.58606 -1.72645 0.43064
12 H -0.63793 0.95859 1.02511
13 S 1.09165 1.10284 -1.34039
14 S -0.96099 -1.14130 -1.38132
15 S -2.69334 2.00429 0.11283

Output
molar mass	152.31	g mol⁻¹
energy above the lowest of the compared OMol25 structures with the same formula, charge and spin	4.531	eV
multiplicity	1

(11)
Entry from OMol25: one molecule with the formula C4H8S3 (ωB97M-V/def2-TZVPD).

Geometry (Å):
1 C 0.09736 0.42981 -3.11954
2 S 0.66035 1.22552 -1.59792
3 C 0.14326 0.26564 -0.24507
4 S -0.69863 -1.12085 -0.55605
5 C 0.42219 0.78337 1.13278
6 C 0.38903 -0.14562 2.38241
7 S -1.07395 -0.85517 2.91592
8 H 0.88612 0.32413 -3.95532
9 H -0.65918 1.05769 -3.54329
10 H -0.30006 -0.55086 -2.78899
11 H -0.23961 1.63207 1.30826
12 H 1.46913 1.24347 1.07377
13 H 1.22488 -0.89073 2.29377
14 H 0.63247 0.55617 3.19636
15 H -0.95392 -1.33801 1.72149

Output
molar mass	152.31	g mol⁻¹
energy above the lowest of the compared OMol25 structures with the same formula, charge and spin	1.176	eV
multiplicity	1
SMILES	CSC(=S)CCS

(12)
Entry from OMol25: a 2-piece molecular cluster, C4H8S4 overall (ωB97M-V/def2-TZVPD).

Geometry (Å):
1 C 0.38563 -0.38941 0.09689
2 C -1.70017 0.94663 1.11759
3 C -1.03187 0.09692 -0.04793
4 C 2.43282 -1.16501 -1.85101
5 S 0.88028 -0.82590 1.61363
6 S 3.10921 0.34966 -2.42290
7 S 3.15884 -2.07937 -0.68273
8 S 1.07610 -1.67993 -2.84022
9 H -0.88239 1.74961 1.18414
10 H -1.78323 0.30730 2.04157
11 H -2.60691 1.41825 0.70278
12 H -1.06087 0.71340 -0.96778
13 H -1.70323 -0.68875 -0.25336
14 H 4.36267 -0.19039 -2.23750
15 H 2.10792 -1.38968 1.04943
16 H 0.66787 -2.27634 -1.72900

Output
molar mass	184.38	g mol⁻¹
energy above the lowest of the compared OMol25 structures with the same formula, charge and spin	3.857	eV
multiplicity	1

no.,HOMO (eV)
1,-8.42
2,-9.11
3,-8.23
4,-9.10
5,-4.95
6,-8.94
7,-8.83
8,-8.83
9,-8.42
10,-8.75
11,-8.64
12,-8.10